A cluster of 7 separate species, C10H25N7O12 in total in a non-equilibrium geometry. Source: the OMol25 dataset; level of theory: ωB97M-V/def2-TZVPD.

Cartesian coordinates (Å):
1 C 12.386 7.399 13.057
2 C 11.147 8.166 13.680
3 C 11.527 8.833 15.028
4 C 11.631 7.906 16.120
5 N 11.699 7.149 16.970
6 H 12.790 6.635 13.721
7 H 13.211 8.100 12.934
8 H 12.180 6.908 12.106
9 H 10.327 7.494 13.935
10 H 10.753 8.899 12.976
11 H 10.924 9.713 15.252
12 H 12.527 9.263 14.967
13 C 10.126 12.556 7.505
14 N 10.183 13.003 8.936
15 O 11.146 13.638 9.330
16 O 9.259 12.699 9.618
17 H 9.837 11.505 7.515
18 H 11.050 12.702 6.946
19 H 9.309 13.067 6.995
20 C 5.470 9.854 6.515
21 N 4.785 9.745 7.786
22 O 4.404 10.768 8.337
23 O 4.825 8.633 8.327
24 H 5.063 9.089 5.852
25 H 6.560 9.867 6.507
26 H 5.177 10.824 6.115
27 C 6.261 9.092 14.526
28 N 7.028 8.211 15.462
29 O 8.214 8.311 15.358
30 O 6.496 7.540 16.317
31 H 6.881 9.815 13.995
32 H 5.442 9.625 15.008
33 H 6.000 8.420 13.708
34 C 7.850 4.914 6.429
35 N 7.782 6.394 6.470
36 O 8.489 6.894 7.333
37 O 6.991 6.928 5.716
38 H 7.618 4.546 7.428
39 H 8.864 4.583 6.201
40 H 7.148 4.600 5.657
41 C 7.955 9.302 9.609
42 N 7.635 9.483 11.019
43 O 8.544 9.434 11.835
44 O 6.486 9.784 11.324
45 H 7.254 8.609 9.144
46 H 8.917 8.792 9.549
47 H 7.957 10.256 9.082
48 C 12.191 6.821 7.432
49 N 11.803 8.233 7.086
50 O 11.283 8.895 7.965
51 O 12.192 8.713 5.973
52 H 13.015 6.614 6.749
53 H 11.318 6.188 7.276
54 H 12.495 6.880 8.477

Computed properties:
E   -45758.031 eV
Spin multiplicity   1
Max |F|   3.45 eV Å⁻¹
Orbital gap   9.80 eV
Structure (SMILES)   C[N+](=O)[O-].C[N+](=O)[O-].C[N+](=O)[O-].C[N+](=O)[O-].C[N+](=O)[O-].C[N+](=O)[O-].CCCC#N
Highest occupied orbital energy   -10.6 eV
E_LUMO   -0.8 eV
ΔE to the lowest compared entry with this formula, charge and spin   14.2 kcal per mole